(1)
# C62H56N8NiO3P

A structure of composition C62H56N8NiO3P (ωB97M-V with the def2-TZVPD basis set, the Open Molecules 2025 dataset).

Cartesian coordinates (Å):
Ni 0.8954 -0.8999 -0.2472
C 0.8458 4.5761 -0.2940
N 1.0368 3.1985 -0.7236
C 0.4885 2.0810 -0.1865
N 0.8899 1.0065 -0.8634
C 1.6928 1.4579 -1.8836
C 1.8035 2.8217 -1.7969
C 2.5307 3.7914 -2.6370
C 2.0951 4.0495 -3.9337
C 2.7865 4.9446 -4.7360
C 3.9122 5.5917 -4.2459
C 4.3498 5.3403 -2.9528
C 3.6626 4.4414 -2.1512
C 2.2191 0.5754 -2.9336
C 3.4787 0.7665 -3.4989
C 3.9282 -0.0789 -4.5023
C 3.1241 -1.1163 -4.9554
C 1.8574 -1.2923 -4.4143
C 1.4058 -0.4462 -3.4133
P -0.8198 2.1834 1.0731
C -2.1423 1.8220 -0.1301
N -1.9424 1.6467 -1.4175
C -3.1639 1.7122 -2.0194
C -4.1381 1.9376 -1.0684
N -3.4676 2.0329 0.1302
C -4.0745 2.1554 1.4411
C -5.5766 2.2276 -1.1817
C -6.4611 1.3142 -1.7481
C -7.8080 1.6237 -1.8699
C -8.2879 2.8442 -1.4194
C -7.4151 3.7587 -0.8454
C -6.0692 3.4527 -0.7296
C -3.2522 1.6682 -3.4952
C -4.0648 0.7728 -4.1805
C -4.0788 0.7518 -5.5682
C -3.2700 1.6175 -6.2880
C -2.4432 2.5057 -5.6131
C -2.4361 2.5295 -4.2280
C -0.2020 0.8606 2.1980
N 0.7547 -0.0224 1.9607
C 1.2465 -0.4128 3.1720
C 0.5863 0.2483 4.1784
N -0.3263 1.0591 3.5502
C -1.3433 1.8668 4.2089
C 0.8081 0.1974 5.6305
C 0.8918 -1.0340 6.2766
C 1.1530 -1.0951 7.6364
C 1.3278 0.0725 8.3654
C 1.2486 1.3034 7.7294
C 0.9953 1.3661 6.3683
C 2.4613 -1.2521 3.2912
C 3.6976 -0.6277 3.4617
C 4.8635 -1.3757 3.5365
C 4.8080 -2.7598 3.4414
C 3.5817 -3.3909 3.2886
C 2.4152 -2.6419 3.2211
H -0.0404 4.6372 0.3304
H 1.7088 4.9243 0.2718
H 0.7173 5.2081 -1.1695
H 1.2205 3.5342 -4.3118
H 2.4460 5.1372 -5.7447
H 4.4502 6.2909 -4.8722
H 5.2305 5.8397 -2.5713
H 4.0125 4.2298 -1.1472
H 4.1150 1.5704 -3.1484
H 4.9093 0.0742 -4.9324
H 3.4766 -1.7712 -5.7414
H 1.2087 -2.0747 -4.7893
H 0.3978 -0.5251 -3.0308
H -5.1429 1.9785 1.3552
H -3.6573 1.4039 2.1083
H -3.9120 3.1479 1.8633
H -6.0949 0.3510 -2.0757
H -8.4849 0.9049 -2.3127
H -9.3388 3.0832 -1.5144
H -7.7817 4.7156 -0.4978
H -5.3850 4.1799 -0.3079
H -4.6601 0.0643 -3.6279
H -4.7167 0.0478 -6.0876
H -3.2813 1.5999 -7.3701
H -1.8064 3.1826 -6.1684
H -1.7891 3.2161 -3.6953
H -1.3444 1.6293 5.2684
H -1.1419 2.9289 4.0757
H -2.3234 1.6332 3.8053
H 0.7434 -1.9433 5.7082
H 1.2135 -2.0563 8.1293
H 1.5283 0.0239 9.4273
H 1.3941 2.2158 8.2922
H 0.9625 2.3283 5.8711
H 3.7369 0.4529 3.5326
H 5.8152 -0.8783 3.6704
H 5.7167 -3.3445 3.4966
H 3.5322 -4.4708 3.2307
H 1.4581 -3.1399 3.1265
C 4.1341 0.1783 -0.0083
O 3.0523 -0.7355 0.1632
H 4.0678 0.5751 -1.0161
H 5.0876 -0.3383 0.1103
H 4.0729 0.9993 0.7106
H 3.1005 -1.1136 1.0525
C -3.3127 -2.9033 -0.9268
C -3.0547 -2.1631 0.2171
C -1.8347 -1.5182 0.3698
C -0.8459 -1.5698 -0.6155
C -1.1213 -2.3314 -1.7502
C -2.3381 -2.9872 -1.9074
H -4.2533 -3.4289 -1.0398
H -3.7948 -2.1110 1.0083
H -1.6544 -0.9794 1.2941
H -0.3761 -2.4607 -2.5268
H -2.5168 -3.5724 -2.8018
O 1.6741 -8.1366 1.4795
C 1.4852 -7.1278 2.4615
N 0.1317 -6.6747 2.4461
C -0.4074 -5.7337 1.6094
O -1.5920 -5.4842 1.6065
C 0.5358 -4.9690 0.7199
C 1.3152 -5.5622 -0.2655
C 2.0983 -4.7510 -1.0708
C 2.0762 -3.3837 -0.8698
N 1.3036 -2.8087 0.0598
C 0.5388 -3.5901 0.8246
H 2.3744 -8.7349 1.7591
H 2.1422 -6.2774 2.2624
H 1.7063 -7.5165 3.4567
H -0.5619 -7.2375 2.9171
H 1.3141 -6.6369 -0.3899
H 2.7197 -5.1677 -1.8505
H 2.6817 -2.7116 -1.4644
H -0.1008 -3.0924 1.5411

## Properties
- highest occupied orbital energy (spin up / spin down) (eV) = -9.78 / -9.78
- relative energy (zero: lowest compared OMol25 entry of this formula, charge and spin) (kJ/mol) = 145.91
- charge = +1
- LUMO level (spin up / spin down) (eV) = -1.77 / -1.74
- multiplicity = 1


(2)
# C62H57F3N2P2PdS

A structure of composition C62H57F3N2P2PdS in a non-equilibrium geometry (ωB97M-V with the def2-TZVPD basis set, the Open Molecules 2025 dataset).

Cartesian coordinates (Å):
F -2.4620 1.9692 3.2323
C -2.3618 0.7456 2.6331
F -3.0370 -0.1437 3.4242
F -3.0544 0.8241 1.4501
C -0.9315 0.3429 2.4124
C -0.5911 -1.0060 2.4142
C 0.7208 -1.3829 2.1887
C 1.7284 -0.4306 1.8412
S 3.3177 -0.8205 1.4637
C 1.3313 0.9401 1.8528
C 0.0335 1.3167 2.1531
H -1.3618 -1.7510 2.6007
H 0.9888 -2.4308 2.2857
H 2.0770 1.6973 1.6210
H -0.2397 2.3656 2.1769
C 9.3858 5.1436 -1.5892
N 9.8649 3.8463 -2.0212
C 11.2965 3.7978 -2.2512
C 9.1444 2.6885 -1.9152
C 9.7971 1.4377 -2.0444
C 9.0876 0.2495 -2.0554
C 7.6848 0.2391 -1.9907
C 6.9014 -1.0154 -2.0952
C 7.5387 -2.3140 -1.9757
C 7.0589 -3.5031 -1.4229
C 5.6934 -3.9029 -1.2185
C 5.2073 -5.1625 -1.6721
C 3.9316 -5.5827 -1.3614
C 3.0640 -4.7561 -0.5973
N 1.8057 -5.1552 -0.2649
C 0.9234 -4.3317 0.5416
C 1.2714 -6.4102 -0.7394
C 3.5471 -3.4998 -0.1668
C 4.8108 -3.0744 -0.5003
Pd 6.5808 -1.1815 -4.2284
P 8.1959 -0.9117 -5.7608
C 7.9199 -1.9575 -7.2109
C 7.7222 -1.4294 -8.4957
C 7.5127 -2.2772 -9.5841
C 7.4882 -3.6626 -9.4055
C 7.6353 -4.1970 -8.1227
C 7.8220 -3.3492 -7.0287
C 8.2891 0.8129 -6.2871
C 9.0674 1.2321 -7.3852
C 9.1231 2.5854 -7.7292
C 8.4441 3.5354 -6.9598
C 7.7024 3.1331 -5.8464
C 7.6070 1.7771 -5.5261
C 9.8525 -1.3044 -5.1156
C 10.8257 -0.3002 -4.9513
C 12.0692 -0.6159 -4.4023
C 12.3472 -1.9242 -3.9980
C 11.3791 -2.9196 -4.1327
C 10.1280 -2.6094 -4.6703
P 4.4545 -1.3127 -5.0011
C 3.5138 -0.1095 -4.0384
C 3.0559 1.1010 -4.5869
C 2.5169 2.0840 -3.7538
C 2.4259 1.8659 -2.3765
C 2.8659 0.6561 -1.8327
C 3.3896 -0.3367 -2.6563
C 4.2484 -0.9104 -6.7551
C 3.5539 -1.7623 -7.6324
C 3.4676 -1.4531 -8.9915
C 4.0629 -0.2941 -9.4900
C 4.7563 0.5563 -8.6263
C 4.8510 0.2498 -7.2676
C 3.6295 -2.8966 -4.7061
C 2.3797 -2.9965 -4.0689
C 1.7477 -4.2346 -3.9529
C 2.3430 -5.3790 -4.4851
C 3.6092 -5.2950 -5.0709
C 4.2618 -4.0666 -5.1643
C 7.0253 1.4802 -1.8281
C 7.7284 2.6755 -1.7775
H 8.2973 5.1988 -1.5864
H 9.7417 5.3934 -0.5780
H 9.7960 5.8961 -2.2743
H 11.5430 3.1309 -3.0861
H 11.6408 4.8087 -2.4904
H 11.8485 3.4524 -1.3630
H 10.8775 1.3873 -2.1637
H 9.6362 -0.6860 -2.1506
H 5.8596 -0.9391 -1.7687
H 8.5541 -2.3426 -2.3766
H 7.8078 -4.2901 -1.2876
H 5.8469 -5.7964 -2.2918
H 3.5796 -6.5510 -1.7144
H 0.7577 -3.3463 0.0791
H -0.0405 -4.8448 0.6371
H 1.3481 -4.1881 1.5464
H 1.9318 -7.2443 -0.4782
H 0.3002 -6.5608 -0.2647
H 1.1453 -6.3786 -1.8296
H 2.9050 -2.8638 0.4415
H 5.2077 -2.1305 -0.1367
H 7.7383 -0.3520 -8.6441
H 7.3792 -1.8516 -10.5809
H 7.3539 -4.3211 -10.2655
H 7.6118 -5.2794 -7.9784
H 7.9034 -3.7795 -6.0294
H 9.6220 0.4985 -7.9739
H 9.7033 2.8943 -8.6024
H 8.4895 4.5892 -7.2358
H 7.1862 3.8725 -5.2296
H 6.9954 1.4567 -4.6741
H 10.6003 0.7247 -5.2535
H 12.8156 0.1730 -4.2891
H 13.3209 -2.1596 -3.5716
H 11.5943 -3.9420 -3.8189
H 9.3643 -3.3860 -4.7316
H 3.1249 1.2665 -5.6609
H 2.1695 3.0256 -4.1825
H 2.0177 2.6379 -1.7223
H 2.8153 0.4682 -0.7559
H 3.7216 -1.2863 -2.2228
H 3.0792 -2.6635 -7.2452
H 2.9239 -2.1185 -9.6640
H 3.9897 -0.0532 -10.5518
H 5.2232 1.4653 -9.0092
H 5.4024 0.9129 -6.5938
H 1.8876 -2.1089 -3.6791
H 0.7741 -4.3000 -3.4603
H 1.8219 -6.3367 -4.4411
H 4.0891 -6.1932 -5.4632
H 5.2583 -3.9970 -5.6079
H 5.9357 1.4794 -1.7749
H 7.1861 3.6125 -1.6595

## Properties
- highest occupied orbital energy (eV) = -10.54
- relative energy (zero: lowest compared OMol25 entry of this formula, charge and spin) (kJ/mol) = 32.67
- charge = +2
- LUMO level (eV) = -8.47
- multiplicity = 1